[1]
The following is a quantum chemistry calculation of a 7-piece molecular cluster, C46H101BF4N5O3 overall, from the OMol25 dataset.

Positions of all 160 atoms, in Å:
C -23.9787 14.5992 -20.2716
C -25.0596 14.8649 -19.1969
C -25.1569 16.2718 -18.6096
N -26.3417 16.5309 -17.7351
C -27.6318 16.5629 -18.4987
C -28.8222 17.1067 -17.7205
C -28.5421 18.5241 -17.1659
C -27.2593 18.5208 -16.3545
C -26.0443 17.9486 -17.0946
C -26.3685 15.5855 -16.5699
H -24.3194 14.9854 -21.2410
H -23.9740 13.5477 -20.5608
H -22.9840 15.0104 -20.1257
H -24.7389 14.1887 -18.3950
H -26.0048 14.4418 -19.5480
H -25.1610 16.9855 -19.4332
H -24.2740 16.4098 -17.9828
H -27.4453 17.2468 -19.3282
H -27.8486 15.5576 -18.8562
H -29.7581 17.0862 -18.2724
H -28.9442 16.5007 -16.8176
H -28.4670 19.2852 -17.9460
H -29.3984 18.8228 -16.5629
H -27.0160 19.5518 -16.0885
H -27.3114 18.0353 -15.3764
H -25.9205 18.5738 -17.9771
H -25.2055 17.6760 -16.4635
H -27.1112 15.9070 -15.8493
H -25.3789 15.4239 -16.1460
H -26.6677 14.6265 -16.9994
C -22.3730 14.1634 -11.5149
C -21.8844 13.1590 -12.5847
C -20.8730 13.7584 -13.5838
N -20.1194 12.6749 -14.3432
C -19.6200 13.4583 -15.5744
C -18.6317 12.6942 -16.4538
C -17.5378 12.1117 -15.5444
C -18.1120 11.1867 -14.5198
C -19.0583 11.9565 -13.5853
C -21.0623 11.6830 -14.9995
H -22.5003 15.1907 -11.8682
H -21.6445 14.3568 -10.7239
H -23.2896 13.8190 -11.0416
H -22.6730 12.7593 -13.2227
H -21.4472 12.3778 -11.9600
H -20.0923 14.2194 -12.9784
H -21.3560 14.4911 -14.2244
H -19.2227 14.4252 -15.2681
H -20.5107 13.7406 -16.1327
H -18.1814 13.3782 -17.1757
H -19.1862 12.0272 -17.1209
H -17.1425 12.9988 -15.0385
H -16.7524 11.7385 -16.2005
H -17.2277 10.7723 -14.0301
H -18.6149 10.3307 -14.9734
H -18.4971 12.6744 -12.9840
H -19.4643 11.2746 -12.8377
H -20.5994 10.9253 -15.6176
H -21.7148 12.3558 -15.5494
H -21.5929 11.2079 -14.1757
C -22.3863 8.7545 -20.5888
C -23.0364 7.9202 -21.7168
C -24.5284 7.6667 -21.5390
N -25.1226 6.8703 -22.7029
C -26.6704 7.0574 -22.6055
C -27.3652 6.1374 -23.5729
C -26.9504 6.3978 -25.0060
C -25.4698 6.6399 -25.2387
C -24.6938 7.3502 -24.0814
C -24.7342 5.4286 -22.5188
H -22.5834 8.3304 -19.5998
H -22.7892 9.7636 -20.5007
H -21.3022 8.6967 -20.6487
H -22.5859 6.9302 -21.5909
H -22.6981 8.2304 -22.7021
H -25.1044 8.5849 -21.4161
H -24.6601 7.0749 -20.6340
H -26.8595 8.1158 -22.7577
H -26.8030 6.6760 -21.5927
H -28.4113 6.4477 -23.5164
H -27.2483 5.0857 -23.3235
H -27.4613 7.2837 -25.3944
H -27.3437 5.5653 -25.5896
H -25.3235 7.2504 -26.1279
H -24.9487 5.6971 -25.4217
H -25.0217 8.3925 -24.0901
H -23.6244 7.3013 -24.2437
H -25.1385 5.1081 -21.5590
H -23.6543 5.3204 -22.4707
H -25.1087 4.7612 -23.2880
C -26.9344 10.8680 -20.3926
C -26.1523 10.4144 -19.1707
C -26.8763 10.9470 -17.9274
N -26.2786 10.6823 -16.5895
C -25.8611 9.2262 -16.3700
C -27.1192 8.3600 -16.3538
C -28.0330 8.8045 -15.1923
C -28.3826 10.3084 -15.3047
C -27.1170 11.1800 -15.4340
C -25.0089 11.5314 -16.3575
H -27.7489 10.2465 -20.7618
H -26.3407 11.1440 -21.2681
H -27.4064 11.8374 -20.1890
H -25.0882 10.6530 -19.1390
H -26.2706 9.3272 -19.1210
H -27.8430 10.4435 -17.9057
H -27.0586 12.0140 -18.0589
H -25.2841 9.0312 -17.2716
H -25.2948 9.0878 -15.4535
H -27.5605 8.2791 -17.3489
H -26.7091 7.3543 -16.2173
H -28.9721 8.2572 -15.2135
H -27.4799 8.6467 -14.2675
H -29.1143 10.5692 -16.0748
H -28.9746 10.6406 -14.4475
H -27.5316 12.1660 -15.6460
H -26.5651 11.2013 -14.5006
H -25.2171 12.5835 -16.5087
H -24.2662 11.1954 -17.0900
H -24.6248 11.1988 -15.3999
C -23.1648 13.5236 -23.4347
C -21.6519 13.4185 -23.1761
C -21.2536 11.9386 -23.0206
N -19.7423 11.6907 -23.2537
C -18.9835 12.4033 -22.1507
C -17.5234 11.9020 -22.0644
C -17.3899 10.3984 -21.8792
C -18.1901 9.7336 -22.9963
C -19.6439 10.2189 -23.0198
C -19.2586 12.2326 -24.5758
H -23.7353 13.0744 -22.6240
H -23.4429 13.1770 -24.4277
H -23.3380 14.5973 -23.3413
H -21.4896 13.9981 -22.2670
H -21.0787 13.8809 -23.9764
H -21.7327 11.3284 -23.7925
H -21.5987 11.4525 -22.1096
H -19.4604 12.1440 -21.2002
H -19.1987 13.4475 -22.3599
H -17.0897 12.4771 -21.2459
H -16.9926 12.1917 -22.9753
H -17.9081 10.1709 -20.9433
H -16.3520 10.0810 -21.8949
H -18.1693 8.6406 -23.0256
H -17.8513 9.8846 -24.0294
H -20.0935 9.9492 -22.0660
H -20.1645 9.6956 -23.8228
H -20.0638 12.0040 -25.2754
H -18.3253 11.8052 -24.9233
H -19.2002 13.3163 -24.5542
B -21.9798 16.5791 -15.7639
F -22.4742 16.8669 -14.4654
F -22.1639 17.7109 -16.5541
F -20.6516 16.1625 -15.7498
F -22.7783 15.5036 -16.3067
O -22.4496 13.2568 -17.7409
C -21.7974 12.3297 -18.4928
O -20.8929 12.7444 -19.2680
O -22.0232 11.0976 -18.3205
H -22.1289 14.0748 -18.1615

Values from the calculation:
Strongest force on any atom: 0.07045 hartree/bohr
Orbital gap: 7.836 eV
Highest occupied orbital energy: -13.712 eV
Net charge: +3

***

[2]
The following is a quantum chemistry calculation of a 8-piece molecular cluster, C46H109NO22 overall, from the OMol25 dataset.

Positions of all 178 atoms, in Å:
C 2.7036 27.4444 -0.0107
O 3.4331 28.3569 -0.8111
C 3.9046 29.4837 -0.0818
C 2.9081 30.3065 0.7255
O 2.4181 29.7682 1.9314
C 3.4221 29.6862 2.9198
C 2.8964 29.4756 4.3214
O 3.0718 28.1301 4.7491
C 2.2743 27.2129 4.0155
H 2.3393 26.6318 -0.6441
H 1.7775 27.9269 0.3096
H 3.2769 26.9724 0.7912
H 4.2890 30.1654 -0.8433
H 4.8018 29.2122 0.4901
H 2.0854 30.5643 0.0587
H 3.4354 31.2346 0.9810
H 4.0611 30.5875 2.9197
H 4.1727 28.9534 2.5946
H 1.8179 29.6551 4.2884
H 3.3419 30.1550 5.0401
H 2.1862 27.3464 2.9336
H 1.2400 27.4034 4.3491
H 2.5805 26.2190 4.3252
C 9.4005 31.6615 -2.9936
O 8.2357 31.3144 -2.2759
C 7.4388 32.4281 -1.8956
C 6.1272 31.9482 -1.3521
O 6.1278 31.4937 0.0009
C 6.9514 30.4195 0.3642
C 6.8100 30.2694 1.8719
O 7.7220 29.3449 2.3446
C 7.9469 29.3407 3.7483
H 9.9829 32.4027 -2.4364
H 9.2439 32.0049 -4.0201
H 9.9655 30.7292 -3.0236
H 7.1658 33.0606 -2.7554
H 8.0552 33.0551 -1.2400
H 5.7440 31.0983 -1.9267
H 5.3721 32.7315 -1.4141
H 7.9948 30.7068 0.2003
H 6.8001 29.4624 -0.1480
H 5.7695 30.0420 2.1448
H 7.0495 31.2895 2.2166
H 8.2734 30.3464 4.0261
H 8.6269 28.5452 4.0305
H 6.9834 29.1048 4.2173
C 6.7569 29.4261 -4.4897
O 5.7273 30.1834 -5.0477
C 4.4708 29.5647 -4.9850
C 3.9063 29.5200 -3.5898
O 3.7230 30.8002 -2.9921
C 2.6738 31.5207 -3.6001
C 2.5659 32.7997 -2.7842
O 2.2277 32.4998 -1.4410
C 2.2872 33.6610 -0.6498
H 7.1225 28.5782 -5.0999
H 6.4385 28.9151 -3.5749
H 7.6659 29.9973 -4.3359
H 4.4845 28.5120 -5.3179
H 3.8456 30.0445 -5.7403
H 4.6035 28.9729 -2.9526
H 3.0134 28.8892 -3.5386
H 1.6742 31.0745 -3.6071
H 2.9712 31.7857 -4.6162
H 1.9308 33.5863 -3.2030
H 3.5721 33.2437 -2.7641
H 1.8295 34.5277 -1.1446
H 3.3152 33.9165 -0.3860
H 1.6505 33.5119 0.2215
C -0.9377 26.8625 1.6129
O -1.8385 26.5500 0.5628
C -2.1029 27.5680 -0.3606
C -3.2796 28.4414 0.0174
O -4.4275 27.6082 0.0309
C -5.5749 28.2941 0.4397
C -6.8023 27.5398 0.0511
O -6.9531 26.3426 0.7989
C -7.8421 25.4259 0.2072
H -1.0380 27.8971 1.9584
H 0.0634 26.7265 1.1994
H -1.1365 26.1738 2.4270
H -2.2777 27.1129 -1.3364
H -1.2154 28.2145 -0.4607
H -3.3755 29.1548 -0.8152
H -3.1417 28.9583 0.9717
H -5.6947 29.2858 -0.0324
H -5.5766 28.6143 1.4903
H -6.8210 27.3488 -1.0311
H -7.7387 28.0963 0.2200
H -8.7451 25.9415 -0.1447
H -8.1761 24.7636 1.0039
H -7.3789 24.8740 -0.6122
C 6.3479 30.9494 6.3362
O 6.5432 29.7807 5.5593
C 6.1894 28.5893 6.2223
C 6.4830 27.4112 5.3349
O 7.8564 27.1990 5.2233
C 8.2781 26.0371 4.5565
C 9.7956 25.9927 4.3402
O 10.4684 25.9903 5.5648
C 10.7530 27.2733 6.0540
H 5.3162 30.9150 6.7103
H 6.4688 31.8005 5.6718
H 7.0674 30.9790 7.1594
H 5.1068 28.5974 6.3900
H 6.7467 28.4908 7.1603
H 5.9567 27.6079 4.3882
H 5.9677 26.5004 5.6644
H 7.7065 25.8920 3.6337
H 8.1229 25.2038 5.2600
H 10.0863 26.8361 3.6990
H 10.0280 25.1046 3.7543
H 11.3926 27.8167 5.3386
H 11.3082 27.2322 6.9869
H 9.8870 27.9331 6.1571
C -2.2386 21.0270 6.6055
O -1.0490 20.7515 5.9261
C -1.2289 20.5056 4.5579
C -1.1071 21.7552 3.7165
O 0.1632 22.3636 3.9686
C 0.4367 23.5320 3.2460
C 1.0172 23.2378 1.8796
O 0.9324 24.3837 1.0603
C 1.2931 24.0903 -0.2605
H -2.7438 21.8972 6.1654
H -2.1632 21.1818 7.6818
H -2.9820 20.2137 6.5691
H -2.1096 19.9190 4.2840
H -0.3943 19.8790 4.2304
H -1.8700 22.5200 3.9035
H -1.1752 21.5247 2.6488
H 1.1381 24.1159 3.8467
H -0.4396 24.1792 3.1197
H 0.3496 22.4755 1.4499
H 2.0438 22.8644 1.9248
H 0.7044 23.2300 -0.6079
H 2.3596 23.8867 -0.3877
H 0.9922 24.8759 -0.9530
C -1.2711 30.8819 2.6606
O -1.7313 29.9262 3.5933
C -1.9869 30.5120 4.8744
C -0.7160 30.9033 5.6046
O 0.1696 29.8384 5.7756
C -0.0393 28.9976 6.8947
C 0.5962 29.4516 8.1977
O -0.2486 30.1869 9.0510
C -0.9651 29.4300 9.9956
H -0.8978 30.3466 1.7887
H -0.4735 31.4776 3.1053
H -2.0495 31.5594 2.2874
H -2.4877 29.7353 5.4447
H -2.6182 31.3897 4.7100
H -1.0046 31.3564 6.5661
H -0.2151 31.7894 5.2071
H 0.3424 28.0226 6.5851
H -1.1132 28.8120 7.0219
H 1.5093 30.0201 7.9941
H 0.9673 28.5486 8.7030
H -0.4157 29.3401 10.9431
H -1.3047 28.4386 9.6992
H -1.8210 30.0511 10.2742
C -0.1224 25.0018 8.5169
C -0.6813 24.1465 7.3819
C -1.1220 25.0108 6.2097
O -2.1262 25.9389 6.5701
C -2.7856 26.4250 5.4176
N 0.3672 23.3020 6.8628
H 0.1427 24.3419 9.3461
H -0.8765 25.7140 8.8490
H 0.7668 25.5548 8.2080
H -1.5084 23.6025 7.8583
H -1.4898 24.3594 5.4020
H -0.2691 25.5215 5.7469
H -2.0916 26.6982 4.6130
H -3.2862 27.3539 5.6751
H -3.4532 25.6504 5.0338
H 0.1136 22.6347 6.1455
H 0.8438 22.7817 7.5888

Values from the calculation:
Strongest force on any atom: 0.05723 hartree/bohr
Orbital gap: 9.153 eV
Highest occupied orbital energy: -8.520 eV